Entry 1:
{
  "formula": "H4N2O",
  "method": "ωB97M-V/def2-TZVPD",
  "e_homo_ev": -8.966,
  "e_above_lowest_kj_mol": 24.0,
  "e_lumo_ev": 0.4,
  "molar_mass_g_mol": 48.045,
  "smiles": "[H]/N=N\\[H].O",
  "elements": ["H", "N", "O", "H", "H", "N", "H"],
  "xyz": [[-1.7630, 0.9500, -0.1719], [-1.3143, -0.8306, -0.0002], [1.8591, -0.3024, 0.0183], [-0.3460, -0.5635, -0.2267], [1.8695, 0.1684, 0.8512], [-2.1095, 0.0651, 0.0967], [1.8042, 0.5131, -0.5675]],
  "nbo_charge": [0.2679, -0.2855, -0.9249, 0.3010, 0.4679, -0.2912, 0.4648]
}

Entry 2:
{
  "formula": "H4N2O2P",
  "method": "ωB97M-V/def2-TZVPD",
  "e_homo_ev": -3.991,
  "e_above_lowest_kj_mol": 567.5,
  "charge": -1,
  "e_lumo_ev": 4.5,
  "molar_mass_g_mol": 95.018,
  "smiles": "NN[P@H](=O)[O-]",
  "elements": ["O", "N", "O", "H", "H", "P", "H", "H", "N"],
  "xyz": [[2.6063, 1.0328, -0.1335], [-1.5395, -0.0373, 0.3255], [1.0058, -1.6431, -0.0203], [-1.6632, -0.8004, 1.1208], [-0.1399, 1.5530, 0.4648], [0.9538, -0.1818, -0.3453], [0.2679, 0.0367, -1.5300], [-1.2536, -0.4740, -0.5918], [-0.2376, 0.5141, 0.7098]],
  "nbo_charge": [-1.0877, -0.6829, -1.1398, 0.3546, 0.3604, 1.8605, -0.1927, 0.3310, -0.8034]
}

Entry 3:
{
  "formula": "H4N2O2P",
  "method": "ωB97M-V/def2-TZVPD",
  "e_homo_ev": [-1.940, -2.026],
  "e_above_lowest_kj_mol": 505.6,
  "charge": -1,
  "e_lumo_ev": [4.5, 4.5],
  "molar_mass_g_mol": 95.018,
  "elements": ["O", "H", "O", "P", "H", "H", "N", "N", "H"],
  "xyz": [[-0.9679, 1.9552, 0.3487], [-2.4705, 0.3297, -0.5354], [-2.6191, -0.5641, -0.4918], [-0.2007, 0.7864, -0.3172], [2.1727, -0.5503, -0.6247], [1.4278, 1.9643, 0.3036], [1.3587, 1.0612, -0.0158], [2.4957, 0.3489, -0.2229], [-1.7826, -0.8741, -0.6984]],
  "nbo_charge": [-1.1690, 0.4700, -0.9452, 1.0001, 0.2653, 0.3749, -0.6813, -0.7740, 0.4592]
}